Density functional theory data (the ωB97M-V functional and the def2-TZVPD basis) for a structure of composition C26H32AsCrF5NO3SiTe.

Computed properties:
Spin multiplicity ... 4
Gap between HOMO and LUMO (alpha / beta) ... 5.7 / 5.9 eV
E ... -5627.5071 Eh
Relative energy (zero: lowest compared OMol25 entry of this formula, charge and spin) ... 1.9454 eV
<S²> ... 3.77

Last column: Mulliken charge in e.
Atoms and positions in Å:
H (3.16, 1.29, 5.79)  0.398
O (-1.83, 0.74, -0.06)  -0.806
H (-0.46, 1.19, -4.19)  0.390
H (2.68, -2.28, -0.60)  0.141
C (-0.80, 2.89, 1.49)  0.057
C (1.57, 0.53, 2.87)  -0.044
As (1.18, 0.46, -2.42)  0.727
C (-2.77, -1.46, -3.49)  -0.081
H (3.09, 1.29, -3.82)  0.415
H (0.22, 3.85, -0.10)  0.474
H (4.34, -0.44, 1.01)  0.272
H (0.63, 3.78, 3.39)  0.509
H (-1.66, -4.49, -2.42)  0.529
F (-2.84, -2.13, 1.54)  -0.395
C (-2.16, -2.42, -2.68)  0.212
C (-2.12, -3.76, -3.07)  -0.235
O (0.95, 0.60, -0.78)  0.140
C (-0.65, 3.87, 0.53)  -0.225
H (1.06, -2.03, -2.38)  0.215
H (-3.82, -1.11, -5.32)  0.421
C (0.97, -1.29, -3.17)  -0.922
C (-1.64, 4.83, 0.41)  -0.812
C (2.21, -3.00, 3.26)  -1.214
H (-1.55, 5.61, -0.34)  0.405
F (-4.13, 0.01, 1.75)  -0.322
C (-2.87, 3.81, 2.20)  -0.947
C (-2.75, 4.80, 1.24)  -0.502
C (-1.89, 2.84, 2.34)  0.348
N (1.37, -0.44, 1.91)  0.864
C (1.93, 2.68, 4.71)  -0.779
C (-0.98, -1.62, -0.43)  -1.149
Cr (-0.16, 0.02, 0.72)  0.647
H (-1.98, 2.03, 3.06)  0.506
F (-1.47, -0.28, 2.08)  -0.496
H (1.12, -2.90, -0.02)  0.221
C (-1.55, -2.00, -1.45)  0.552
H (3.66, 0.24, -2.50)  0.356
H (4.60, -0.83, 2.70)  0.361
C (2.17, -2.76, 0.24)  -1.065
H (-3.52, 5.55, 1.14)  0.415
Te (-3.01, -0.62, 0.43)  1.576
H (1.76, -1.44, -3.91)  0.509
H (2.62, -3.75, 0.35)  0.546
H (-0.86, 1.82, -2.57)  0.207
H (1.17, -3.02, 3.57)  0.329
H (2.49, -4.01, 2.94)  0.393
H (0.00, -1.37, -3.65)  0.196
H (0.42, 2.59, -3.54)  0.424
F (-4.16, 0.40, -0.70)  -0.455
C (2.97, 1.04, -2.77)  -1.254
H (-3.72, -3.47, -6.04)  0.398
H (3.17, 1.91, -2.15)  0.359
C (-3.33, -1.84, -4.69)  -0.804
H (2.07, 3.49, 5.40)  0.412
H (2.84, -0.55, 4.23)  0.249
O (0.18, 1.89, 1.55)  0.715
C (2.37, 0.40, 4.02)  -0.330
C (-0.06, 1.65, -3.29)  -1.050
C (2.54, 1.45, 4.91)  -1.107
H (-3.74, 3.78, 2.84)  0.415
F (-4.07, -1.92, -0.45)  -0.392
C (0.96, 1.79, 2.72)  0.604
H (-2.65, -5.16, -4.60)  0.419
H (2.82, -2.76, 4.13)  0.379
H (4.90, -2.05, 1.47)  0.397
C (-3.28, -3.17, -5.10)  -0.378
C (1.13, 2.84, 3.59)  -0.821
Si (2.45, -1.80, 1.83)  -0.180
H (-2.83, -0.44, -3.14)  0.487
C (4.24, -1.23, 1.76)  -1.161
C (-2.68, -4.13, -4.29)  -0.665

=====

Density functional theory data (the ωB97M-V functional and the def2-TZVPD basis) for the molecule C26H32BrF17N4O5.

Computed properties:
Spin multiplicity ... 1
Gap between HOMO and LUMO ... 8.9 eV
E ... -5876.7139 Eh
Structure (SMILES) ... C#C[C@](COO)(O[C@@H](C[C@@H](C)Br)N=C(C)C)[C@@](N)(CCC(F)(F)C(F)(F)C(F)(F)C(F)(F)C(F)(F)C(F)(F)C(F)(F)C(F)(F)F)O[C@@H](N)CCC(N)=O

Last column: Mulliken charge in e.
Atoms and positions in Å:
O (-2.18, -0.84, 4.25)  -0.595
O (3.63, -0.57, -0.34)  -0.302
F (-5.82, -1.36, -0.36)  -0.270
H (-0.05, -2.87, -0.16)  0.690
C (4.85, -0.04, -0.86)  0.468
C (-1.92, 1.79, -0.69)  1.042
H (0.36, 2.65, 0.26)  0.678
N (1.67, 2.51, 2.80)  -0.595
N (-3.20, 1.20, 4.23)  -0.582
C (-7.03, -0.89, -0.68)  0.592
H (-0.70, 2.02, 2.29)  0.092
H (0.86, 2.23, -1.34)  0.605
F (-7.51, -0.41, 1.58)  -0.277
C (-4.48, 1.40, -1.01)  0.700
N (2.95, 2.09, 0.15)  -0.462
H (2.65, 2.68, 2.64)  0.315
F (-9.35, -2.95, 0.13)  -0.241
C (-3.05, 1.03, -1.46)  0.461
F (-7.25, 1.49, -0.36)  -0.298
C (0.60, 1.79, -0.38)  -2.359
H (5.22, -1.49, 1.24)  0.187
H (4.89, -4.00, -1.58)  0.514
H (3.25, 2.22, -0.81)  0.279
O (2.36, -1.08, -2.95)  -0.110
C (6.00, -0.73, 1.28)  0.393
H (2.58, 2.99, 0.42)  0.433
C (5.50, -2.32, -3.65)  -1.464
C (1.86, 1.09, 0.17)  0.810
C (-8.35, -2.50, 0.88)  0.642
C (5.71, 0.43, 0.33)  -1.659
H (3.32, -3.24, -2.00)  0.224
H (5.70, -1.38, -4.16)  0.376
F (-2.91, -0.30, -1.28)  -0.321
C (-2.07, 0.37, 4.23)  0.408
C (-0.29, 1.10, 2.70)  -0.440
H (-3.02, 2.04, 3.68)  0.313
O (1.22, -1.27, -3.77)  -0.476
F (-2.38, 2.19, 0.52)  -0.335
C (5.12, -2.02, -2.21)  1.024
F (-7.30, -3.30, 0.75)  -0.237
H (5.21, 1.24, 0.86)  0.489
C (0.73, -2.16, -0.31)  0.064
H (-0.68, 0.21, 2.22)  0.277
H (-3.96, 0.71, 3.77)  0.279
F (-7.52, -1.69, -1.66)  -0.319
F (-9.17, -0.41, 0.18)  -0.289
C (7.38, -1.37, 1.06)  -1.279
Br (5.95, -0.02, 3.13)  -0.204
C (2.26, 0.18, -2.27)  -1.123
C (-0.72, 1.05, 4.19)  -0.713
H (4.67, -2.84, -4.12)  0.376
F (-8.74, -2.52, 2.15)  -0.249
F (-1.65, 2.92, -1.40)  -0.359
H (1.31, 0.62, -2.54)  0.803
F (-7.90, 0.64, -2.23)  -0.297
C (-6.95, 0.56, -1.28)  0.647
H (1.07, 3.23, 2.43)  0.238
F (-4.60, 2.74, -0.90)  -0.315
O (1.74, 0.48, 1.42)  -0.184
C (2.38, -0.08, -0.76)  1.917
C (1.24, 1.16, 2.57)  -0.052
H (4.72, 0.85, -1.48)  0.278
F (-5.22, -0.15, -2.72)  -0.289
F (-5.86, 1.91, -2.83)  -0.305
F (-4.69, 0.89, 0.23)  -0.313
C (-5.61, 0.90, -1.98)  0.530
H (6.65, 0.78, -0.09)  0.475
C (-0.66, 0.95, -0.58)  -0.769
H (4.16, -2.84, -0.49)  0.066
C (-8.01, -1.02, 0.50)  0.588
H (6.40, -2.94, -3.70)  0.347
H (-0.59, 0.41, -1.53)  0.564
N (5.60, -0.97, -1.65)  -0.508
C (1.46, -1.24, -0.51)  -2.594
H (3.06, 0.80, -2.69)  0.314
H (-0.03, 0.41, 4.74)  0.417
F (-2.92, 1.31, -2.77)  -0.327
H (-0.80, 0.17, 0.16)  0.165
C (4.30, -3.09, -1.54)  -1.004
H (7.75, -1.12, 0.07)  0.350
H (8.10, -1.00, 1.79)  0.425
H (-0.78, 2.05, 4.62)  0.284
H (7.31, -2.45, 1.16)  0.301
H (1.62, 0.58, 3.41)  0.743
H (0.55, -1.58, -3.13)  0.332

=====

Density functional theory data (the ωB97M-V functional and the def2-TZVPD basis) for a structure of composition C26H32Cl2FeN4SbSe4.

Computed properties:
Spin multiplicity ... 5
Net charge ... -1
Gap between HOMO and LUMO (alpha / beta) ... 4.9 / 4.9 eV
E ... -13259.1077 Eh
Relative energy (zero: lowest compared OMol25 entry of this formula, charge and spin) ... 2.6871 eV
<S²> ... 6.05

Last column: Mulliken charge in e.
Atoms and positions in Å:
H (4.43, -1.75, -3.60)  0.454
Cl (-3.95, -1.34, 1.74)  0.046
C (0.42, -0.54, 1.22)  -0.577
H (-0.29, 4.34, -0.63)  0.411
C (3.57, 0.80, 3.98)  -1.657
H (4.46, 0.81, 4.61)  0.466
C (-3.46, 2.69, -1.98)  0.569
C (0.19, -0.45, -2.96)  -1.105
H (3.87, -1.72, -1.93)  0.317
C (-4.60, -0.26, 2.97)  -0.523
H (2.98, 1.71, -3.17)  0.362
Se (-3.14, -2.33, -0.86)  -0.144
C (1.48, -0.45, -2.40)  0.735
H (-1.89, -0.63, 3.57)  0.073
H (-1.89, -0.53, -2.55)  0.603
C (-2.74, 2.09, -0.93)  0.372
C (2.40, -0.45, 5.78)  -2.236
Sb (-4.22, -3.78, -2.69)  0.637
H (2.94, -2.59, -3.15)  0.367
C (-1.58, 2.67, -0.43)  -0.146
H (-1.57, 5.42, -2.40)  0.377
C (-1.19, 3.86, -0.99)  -0.807
H (3.88, 0.81, 2.94)  0.305
H (3.88, -1.71, 2.94)  0.327
H (2.99, -2.60, 4.17)  0.375
H (3.33, -0.46, 6.36)  0.444
H (-4.24, -0.58, 3.95)  0.373
H (0.00, -0.45, 5.02)  0.429
H (-5.69, -0.28, 2.91)  0.352
C (-0.90, -0.58, 3.13)  -0.171
H (0.01, -0.42, -4.02)  0.471
C (1.49, -0.46, 3.41)  0.689
N (-4.50, 1.84, -2.24)  -0.003
C (-3.06, 3.91, -2.52)  -1.056
C (0.43, -0.53, -0.20)  -0.639
H (4.45, -1.72, 4.61)  0.452
Se (-4.29, -6.11, -1.98)  -0.593
C (3.56, 0.81, -2.97)  -1.642
C (3.55, -1.70, -2.97)  -1.617
H (2.54, -0.48, -0.54)  0.448
H (1.80, -1.32, -5.03)  0.415
N (-0.84, -0.63, 1.80)  -0.301
N (-3.37, 0.91, -0.58)  0.266
H (-5.08, -0.03, -1.40)  0.538
C (0.18, -0.49, 3.96)  -0.816
H (3.31, -0.47, -5.35)  0.459
C (-1.91, 4.48, -2.01)  -0.425
H (-3.62, 4.38, -3.32)  0.398
H (4.44, 0.83, -3.60)  0.467
C (2.39, -0.45, -4.77)  -2.245
Cl (-4.03, 1.40, 2.67)  -0.118
H (-1.02, 2.18, 0.35)  0.364
C (3.57, -1.70, 3.98)  -1.636
C (2.73, -0.44, -3.27)  1.908
H (1.84, 0.45, -5.05)  0.375
H (3.88, 0.83, -1.93)  0.301
Se (-6.45, -2.85, -3.12)  -0.631
H (2.99, 1.70, 4.17)  0.369
C (1.58, -0.48, -1.03)  0.061
H (-5.19, 1.93, -2.97)  0.209
H (1.84, 0.44, 6.06)  0.405
Fe (-2.36, -0.91, 0.37)  -0.687
C (1.57, -0.48, 2.04)  0.142
C (-4.39, 0.80, -1.39)  -0.746
C (2.73, -0.45, 4.29)  2.021
H (1.83, -1.33, 6.06)  0.415
Se (-2.90, -3.58, -4.75)  -0.312
N (-0.82, -0.58, -0.79)  0.492
C (-0.90, -0.52, -2.12)  -0.619
H (2.53, -0.47, 1.55)  0.398

=====

Density functional theory data (the ωB97M-V functional and the def2-TZVPD basis) for a structure of composition C26H32KN3O5S2.

Computed properties:
Spin multiplicity ... 1
Net charge ... -2
Gap between HOMO and LUMO ... 5.6 eV
E ... -2946.9637 Eh
Relative energy (zero: lowest compared OMol25 entry of this formula, charge and spin) ... 0.6321 eV

Last column: Mulliken charge in e.
Atoms and positions in Å:
O (-4.44, 5.98, -1.38)  -0.792
H (2.38, -4.78, -1.15)  0.533
H (2.07, -4.56, 1.32)  0.262
O (-4.86, 3.68, -0.54)  -0.608
C (0.66, 3.17, -2.79)  -1.083
C (-0.82, 2.04, 3.41)  0.035
H (0.92, -0.77, -1.65)  -0.108
H (-0.15, -2.03, -1.07)  0.589
C (0.30, 0.32, 2.00)  0.610
C (2.71, -0.79, 0.37)  -1.029
C (-0.71, 1.33, 2.24)  -0.083
H (-4.78, -4.38, -2.60)  0.209
C (-3.28, 6.05, -1.89)  0.678
N (0.28, -0.28, 0.81)  -0.666
C (1.07, 0.85, 4.29)  0.081
H (-1.91, 3.50, 4.57)  0.340
C (1.25, -1.29, 0.42)  1.871
K (-1.82, 0.38, -0.59)  0.852
H (0.78, 3.38, -3.86)  0.355
C (1.17, -2.59, 1.25)  -1.196
C (3.25, -2.23, -1.61)  -1.598
H (4.68, -1.49, -0.17)  0.232
O (-3.85, 1.70, -0.47)  -0.728
C (1.80, -2.75, -1.61)  0.692
H (1.44, 3.71, -2.25)  0.311
C (1.19, 0.13, 3.11)  0.064
H (1.85, 1.21, 6.28)  0.366
C (-3.90, -4.62, -3.20)  -0.785
C (1.72, -4.00, -0.74)  -1.726
C (-1.90, 3.08, 3.56)  -1.500
H (0.70, -4.40, -0.77)  0.453
H (-4.69, 4.65, -0.87)  0.477
N (-1.23, 4.78, -2.42)  0.012
C (3.56, -3.12, 0.71)  -1.404
O (-2.73, 7.03, -2.42)  -0.762
C (0.08, 1.81, 4.46)  -0.893
H (1.48, -2.97, -2.63)  0.367
H (1.98, -0.61, 3.05)  0.593
H (3.85, -2.87, 1.74)  0.519
C (-0.70, 3.54, -2.31)  0.186
H (3.92, -2.99, -2.01)  0.527
C (-2.66, 3.49, -1.44)  0.376
C (-3.84, 2.88, -0.77)  0.364
C (3.65, -1.87, -0.18)  0.525
C (-1.99, -3.35, -3.94)  0.089
C (-2.48, 4.78, -1.88)  -0.012
H (0.00, 2.37, 5.39)  0.153
H (2.01, -0.46, 5.73)  0.322
H (2.73, 0.10, -0.27)  0.385
H (-3.34, -5.44, -2.75)  0.315
C (2.05, 0.58, 5.41)  -1.710
H (0.81, 2.10, -2.63)  0.091
H (4.25, -3.88, 0.34)  0.510
S (-1.48, -4.69, -4.82)  -0.470
H (-1.75, 3.91, 2.86)  0.298
H (-4.19, -4.92, -4.20)  0.327
H (3.05, -0.46, 1.36)  0.447
N (-1.54, 2.73, -1.73)  -0.083
C (0.88, -1.67, -1.03)  -2.261
H (-2.89, 2.67, 3.35)  0.333
H (-1.42, 1.54, 1.45)  -0.002
H (0.14, -2.94, 1.21)  0.461
H (1.40, -2.39, 2.30)  0.377
H (3.32, -1.35, -2.25)  0.420
S (-1.26, -1.83, -3.86)  -0.373
O (-3.14, -3.42, -3.21)  -0.217
H (3.08, 0.77, 5.09)  0.322
H (-0.84, 5.62, -2.83)  0.198
C (2.12, -3.66, 0.69)  0.564

=====

Density functional theory data (the ωB97M-V functional and the def2-TZVPD basis) for the molecule C26H32N2O2.

Computed properties:
Spin multiplicity ... 1
Gap between HOMO and LUMO ... 8.7 eV
E ... -1269.9323 Eh
Relative energy (zero: lowest compared OMol25 entry of this formula, charge and spin) ... 2.1520 eV
Structure (SMILES) ... O=C(c1ccc(OC2CCN(C/C=C/c3ccccc3)CC2)cc1)N1CCCCC1

Last column: Mulliken charge in e.
Atoms and positions in Å:
C (-0.25, -4.53, 3.68)  -0.560
C (-0.93, 3.42, -1.39)  -0.558
H (-1.10, -4.31, 3.04)  0.284
H (2.37, -2.55, 3.72)  0.400
C (-0.17, 1.33, -3.74)  0.138
C (1.44, 4.12, -1.77)  -1.256
C (0.78, 2.17, 2.42)  -0.698
C (-1.08, -0.67, -2.55)  0.765
H (1.03, -0.96, -2.77)  0.359
C (0.15, -2.51, -1.60)  -0.622
C (1.53, -2.33, 3.04)  -1.003
H (1.09, -3.02, -1.45)  0.403
C (0.48, 1.15, 3.31)  -0.447
H (-3.19, -0.69, -2.15)  0.343
H (1.91, 3.27, -3.70)  0.363
H (0.80, -3.57, 5.31)  0.342
H (-0.44, 0.76, -0.41)  -0.354
H (0.82, -5.58, 2.11)  0.405
N (-0.10, 3.85, -3.73)  0.197
H (-2.06, 4.06, -3.13)  0.415
H (1.18, 5.11, -1.38)  0.349
H (-2.19, 0.90, -3.52)  0.300
C (-0.12, -0.02, 2.85)  -0.440
H (-0.93, 5.27, -2.52)  0.329
H (0.72, 1.26, 4.35)  0.463
N (0.33, -2.17, 3.84)  0.113
C (-0.01, -3.35, 4.61)  -0.991
H (-0.94, -1.02, 1.14)  0.445
H (-0.99, -3.95, -0.49)  0.474
H (-1.52, 2.50, -1.43)  0.238
C (-2.25, -1.20, -2.00)  -0.485
C (-0.36, 2.63, -4.47)  -1.707
C (1.35, -3.49, 2.06)  0.344
C (0.54, 3.08, -1.10)  1.032
H (0.55, -3.24, 1.36)  -0.457
H (0.86, 1.04, -3.56)  0.390
H (0.80, 2.09, -1.51)  -0.005
H (1.26, 3.08, 2.76)  0.472
H (-0.92, -3.11, 5.18)  0.455
H (0.30, 2.65, -5.35)  0.449
C (0.46, 2.05, 1.07)  0.718
H (-0.48, -5.42, 4.26)  0.376
C (-0.16, 0.89, 0.62)  1.011
C (-2.21, -2.37, -1.26)  -0.691
H (2.27, -3.63, 1.49)  0.483
H (1.63, 5.01, -3.72)  0.332
O (0.82, 3.11, 0.29)  -0.488
C (-1.18, 0.57, -3.31)  -0.452
C (1.28, 4.06, -3.29)  -0.811
C (-1.06, 4.20, -2.71)  -1.127
O (-1.49, -1.03, 4.51)  -0.690
H (2.48, 3.93, -1.50)  0.378
H (1.74, -1.40, 2.51)  0.385
C (0.12, -1.34, -2.34)  -0.187
C (0.99, -4.77, 2.82)  -0.932
C (-0.45, -0.13, 1.51)  -0.683
H (1.83, -5.05, 3.46)  0.349
H (-1.39, 2.70, -4.83)  0.426
C (-1.01, -3.03, -1.06)  -0.370
H (-3.13, -2.76, -0.83)  0.397
H (-1.31, 4.03, -0.57)  0.624
C (-0.50, -1.11, 3.81)  0.272

=====

Density functional theory data (the ωB97M-V functional and the def2-TZVPD basis) for a structure of composition C26H32N4PtS5Si2.

Computed properties:
Spin multiplicity ... 1
Gap between HOMO and LUMO (alpha / beta) ... 6.7 / 6.7 eV
E ... -3918.2476 Eh

Last column: Mulliken charge in e.
Atoms and positions in Å:
C (1.97, 0.55, 2.88)  -1.170
C (4.96, 0.50, 1.92)  -1.259
H (2.36, -2.55, 1.99)  -0.099
H (3.82, -2.26, 2.91)  0.471
Si (2.94, -0.43, -1.77)  0.407
C (1.46, 4.35, -0.31)  -0.980
H (-2.00, -0.93, -2.39)  0.878
H (-3.21, -5.29, -0.30)  0.351
C (0.05, -3.73, 0.35)  -0.179
H (5.64, 0.21, 1.13)  0.326
N (0.92, 2.04, -0.17)  -0.121
C (-6.96, 1.83, 0.84)  -0.946
H (5.45, -0.39, -1.50)  0.336
S (-0.33, -2.32, 1.25)  -0.343
H (1.13, 5.37, -0.37)  0.433
H (4.89, 1.07, -2.30)  0.317
H (-3.25, -3.77, 0.64)  0.218
H (-3.35, 3.20, 1.03)  0.362
S (-0.03, -5.72, -1.44)  -0.102
C (3.20, 2.71, -0.21)  -0.427
H (3.93, -2.59, 1.19)  0.370
H (-4.29, -3.97, -0.80)  0.357
S (1.38, -4.75, 0.92)  0.011
N (-3.56, 0.86, -0.19)  0.229
C (-3.63, 0.06, -1.30)  -0.373
C (-4.61, 1.58, 0.39)  1.092
H (-5.21, 4.50, 1.98)  0.440
H (4.95, 1.59, 1.97)  0.339
Pt (0.45, -0.38, 0.01)  2.257
H (-6.11, 0.12, -0.12)  0.445
H (2.12, 0.20, 3.90)  0.430
H (4.24, 2.43, -0.21)  0.597
H (2.75, -2.65, -2.88)  0.502
C (3.34, -2.09, 1.95)  -0.888
C (-5.92, 1.09, 0.32)  -0.480
H (-7.97, 1.46, 0.79)  0.449
N (-1.52, 0.22, -0.67)  -0.253
C (2.48, 0.28, -0.06)  0.302
H (5.37, 0.14, 2.85)  0.396
C (-3.34, -4.21, -0.34)  -0.870
H (-1.88, 1.45, 1.02)  0.594
C (-6.71, 3.07, 1.43)  0.453
N (-8.60, 4.50, 2.37)  -0.491
H (1.87, -0.04, -4.02)  0.436
C (4.75, 0.00, -2.23)  -1.229
H (-4.55, -0.16, -1.80)  0.487
Si (3.21, -0.22, 1.64)  0.434
C (0.55, 3.31, -0.27)  -0.325
H (3.36, -2.86, -1.26)  0.324
C (-7.76, 3.85, 1.95)  0.074
C (2.65, -2.31, -1.86)  -0.670
H (0.74, 0.31, -2.72)  0.111
C (-2.36, -0.31, -1.59)  -1.303
H (1.65, -2.56, -1.52)  -0.151
C (2.81, 4.04, -0.28)  -0.749
H (0.95, 0.30, 2.60)  0.253
C (-4.36, 2.81, 1.00)  -0.179
S (2.19, -7.34, -0.30)  -0.233
H (5.01, -0.43, -3.20)  0.408
C (1.23, -6.02, -0.28)  0.110
H (1.99, 1.46, -3.14)  0.283
C (1.78, 0.41, -3.04)  -0.945
C (2.22, 1.72, -0.14)  -1.104
H (3.56, 4.82, -0.31)  0.457
C (-5.40, 3.55, 1.52)  -1.039
H (2.05, 1.64, 2.90)  0.274
H (-0.51, 3.50, -0.33)  0.432
S (-2.06, -3.50, -1.43)  0.025
C (-0.63, -4.23, -0.72)  0.042
C (-2.25, 0.92, 0.16)  -0.603